#i
C56H154N14O14 | ωB97M-V/def2-TZVPD

Last column: Löwdin charge in e.
Positions of all 238 atoms, in Å:
1 C -5.5993 -9.5332 -1.4018  -0.09
2 C -4.1430 -9.2179 -1.4088  -0.49
3 C -3.8848 -7.9688 -0.6443  -0.22
4 O -2.6232 -7.4719 -1.1327  -0.19
5 C -2.2906 -6.1926 -0.4966  -0.08
6 N -3.3768 -10.3485 -0.9018  0.06
7 H -6.0353 -9.7262 -0.4217  0.08
8 H -5.6787 -10.4247 -2.0240  0.08
9 H -6.2223 -8.7704 -1.8690  0.08
10 H -3.9475 -8.9731 -2.4528  0.14
11 H -3.8939 -8.1597 0.4288  0.13
12 H -4.6597 -7.2348 -0.8652  0.12
13 H -1.3878 -5.7918 -0.9575  0.08
14 H -2.1077 -6.2169 0.5776  0.08
15 H -3.1212 -5.5168 -0.7000  0.08
16 H -3.1044 -10.9599 -1.6581  0.07
17 H -2.4781 -9.9948 -0.6064  0.07
18 C 3.5718 -6.6802 -3.1297  -0.06
19 C 3.8271 -8.0812 -3.6594  -0.44
20 C 5.2937 -8.4812 -3.4903  -0.22
21 O 6.0402 -7.8303 -4.5036  -0.20
22 C 7.3948 -7.6564 -4.0735  -0.09
23 N 2.9237 -9.0635 -3.0461  0.02
24 H 2.5916 -6.2825 -3.3926  0.07
25 H 4.1922 -5.9020 -3.5742  0.08
26 H 3.5901 -6.6512 -2.0402  0.08
27 H 3.5404 -8.1760 -4.7067  0.13
28 H 5.4007 -9.5653 -3.5256  0.12
29 H 5.6498 -8.1908 -2.5019  0.12
30 H 7.8252 -8.5696 -3.6625  0.08
31 H 7.2242 -6.8718 -3.3364  0.09
32 H 8.0435 -7.3675 -4.9005  0.09
33 H 3.0285 -9.9095 -3.5878  0.06
34 H 2.0389 -8.7211 -3.3925  0.06
35 C -3.1376 1.6806 7.8768  -0.06
36 C -2.4136 0.5757 7.0534  -0.42
37 C -2.1681 -0.7024 7.8486  -0.26
38 O -1.2861 -1.5275 7.1643  -0.17
39 C -1.0049 -2.6701 7.9977  -0.09
40 N -3.2587 0.2526 5.9277  0.03
41 H -2.9200 2.6731 7.4822  0.06
42 H -2.7336 1.7516 8.8866  0.07
43 H -4.2217 1.7920 7.8984  0.07
44 H -1.4842 1.0321 6.7128  0.14
45 H -3.1388 -1.1419 8.0783  0.13
46 H -1.6423 -0.3675 8.7427  0.12
47 H -0.8074 -2.5188 9.0590  0.08
48 H -0.1246 -3.1827 7.6098  0.08
49 H -1.8612 -3.3383 7.9065  0.09
50 H -4.1635 -0.1107 6.1911  0.07
51 H -2.7833 -0.5398 5.5199  0.06
52 C 3.0465 8.9268 -5.0972  -0.06
53 C 3.4449 7.8716 -4.0370  -0.46
54 C 3.7287 6.4692 -4.5418  -0.18
55 O 2.4651 5.7763 -4.5839  -0.21
56 C 2.5570 4.3684 -4.8152  -0.11
57 N 4.5981 8.4271 -3.4842  0.02
58 H 3.8995 9.3083 -5.6584  0.08
59 H 2.5361 9.7775 -4.6455  0.07
60 H 2.3605 8.6405 -5.8944  0.07
61 H 2.7314 7.7176 -3.2275  0.14
62 H 4.3217 5.9405 -3.7956  0.12
63 H 4.2681 6.3723 -5.4840  0.13
64 H 3.2559 4.2320 -5.6404  0.08
65 H 1.6297 3.9951 -5.2499  0.08
66 H 2.8579 3.7558 -3.9653  0.08
67 H 4.6120 8.3266 -2.4794  0.08
68 H 4.6187 9.4214 -3.6605  0.07
69 C 3.7131 -1.5907 5.0271  -0.05
70 C 5.0262 -2.1441 4.2838  -0.38
71 C 4.9989 -3.6655 3.8589  -0.18
72 O 6.3717 -4.1427 3.6744  -0.20
73 C 6.4355 -5.4631 3.0329  -0.08
74 N 5.3254 -1.2333 3.1424  0.02
75 H 2.8539 -1.2838 4.4308  0.06
76 H 3.9721 -0.7537 5.6755  0.06
77 H 3.3606 -2.3355 5.7406  0.06
78 H 5.8402 -2.0937 5.0070  0.12
79 H 4.4377 -3.6798 2.9246  0.11
80 H 4.3690 -4.1877 4.5790  0.11
81 H 5.4352 -5.8961 3.0339  0.08
82 H 7.1000 -6.0858 3.6319  0.08
83 H 6.9337 -5.4645 2.0635  0.08
84 H 5.6316 -0.3395 3.4994  0.06
85 H 6.0266 -1.6741 2.5643  0.06
86 C 4.4599 3.7326 9.5172  -0.07
87 C 4.5331 4.8388 8.4478  -0.40
88 C 3.2841 4.9959 7.5298  -0.16
89 O 3.1314 3.8372 6.6155  -0.20
90 C 2.0361 4.0655 5.7901  -0.14
91 N 4.6554 6.0934 9.2581  0.02
92 H 3.4716 3.5877 9.9536  0.08
93 H 5.0985 3.9394 10.3761  0.07
94 H 4.6596 2.7376 9.1195  0.07
95 H 5.3463 4.6829 7.7390  0.13
96 H 3.4890 5.8642 6.9035  0.12
97 H 2.4643 5.1228 8.2369  0.12
98 H 1.1788 4.1427 6.4588  0.09
99 H 2.0552 3.1297 5.2314  0.09
100 H 2.1830 4.9125 5.1200  0.09
101 H 5.4444 6.0158 9.8837  0.06
102 H 4.8963 6.9393 8.7616  0.06
103 C -6.0821 -3.0497 2.3953  -0.06
104 C -7.0497 -3.6332 3.4389  -0.43
105 C -7.8634 -4.8435 2.9715  -0.24
106 O -8.7649 -5.3151 3.9394  -0.16
107 C -9.2288 -6.6655 3.6701  -0.09
108 N -6.2874 -3.7465 4.6946  0.04
109 H -5.1896 -3.6697 2.3117  0.08
110 H -5.8696 -2.0000 2.5983  0.08
111 H -6.7648 -2.9667 1.5496  0.07
112 H -7.7949 -2.8495 3.5752  0.13
113 H -7.1962 -5.5688 2.5058  0.12
114 H -8.4040 -4.6467 2.0457  0.12
115 H -10.0590 -6.7308 2.9669  0.08
116 H -9.5571 -7.1360 4.5969  0.08
117 H -8.4896 -7.4292 3.4285  0.08
118 H -5.4667 -4.3329 4.6416  0.06
119 H -6.8387 -4.2065 5.4050  0.06
120 C -6.5216 5.7806 3.2629  -0.05
121 C -6.2284 4.3021 3.7118  -0.42
122 C -7.2737 3.3088 2.9870  -0.16
123 O -8.5476 3.4874 3.6667  -0.18
124 C -9.3895 2.4796 3.1495  -0.16
125 N -4.8832 3.9182 3.4693  0.01
126 H -7.4720 6.1979 3.5957  0.07
127 H -6.4755 5.8679 2.1774  0.07
128 H -5.7800 6.4239 3.7366  0.06
129 H -6.3157 4.0972 4.7788  0.13
130 H -6.9067 2.2846 3.0542  0.11
131 H -7.4294 3.5218 1.9294  0.12
132 H -10.3655 2.5422 3.6307  0.08
133 H -9.0814 1.4431 3.2869  0.08
134 H -9.7140 2.5978 2.1157  0.08
135 H -4.2646 4.6571 3.7717  0.07
136 H -4.6291 3.0664 3.9490  0.07
137 C -5.5614 -0.0426 -3.4610  -0.07
138 C -6.4006 -1.3243 -3.4452  -0.47
139 C -7.8159 -1.0697 -2.7872  -0.13
140 O -8.4081 -2.3584 -2.3015  -0.24
141 C -9.7821 -2.1882 -1.7418  -0.07
142 N -6.5098 -1.6976 -4.7903  0.01
143 H -5.3381 0.3818 -2.4821  0.07
144 H -6.1212 0.7390 -3.9745  0.08
145 H -4.6200 -0.3380 -3.9242  0.07
146 H -5.8927 -2.1749 -2.9907  0.13
147 H -8.4692 -0.6678 -3.5616  0.11
148 H -7.8576 -0.4512 -1.8907  0.11
149 H -9.7012 -1.8189 -0.7195  0.08
150 H -10.3117 -3.1406 -1.7233  0.07
151 H -10.3188 -1.5646 -2.4569  0.08
152 H -5.6852 -2.0378 -5.2640  0.08
153 H -7.1102 -2.5097 -4.7824  0.08
154 C 8.1410 -1.5924 -2.3557  -0.06
155 C 8.4018 -0.0814 -2.0857  -0.42
156 C 7.4125 0.9313 -2.7316  -0.18
157 O 7.4310 0.8306 -4.1653  -0.18
158 C 8.4046 1.6743 -4.7967  -0.11
159 N 8.3979 -0.0005 -0.6000  0.03
160 H 7.7735 -1.7333 -3.3722  0.07
161 H 7.5712 -2.1994 -1.6523  0.07
162 H 9.1399 -2.0143 -2.4668  0.07
163 H 9.3755 0.2095 -2.4798  0.12
164 H 7.5698 1.9288 -2.3214  0.12
165 H 6.4147 0.5929 -2.4526  0.12
166 H 8.2015 1.7754 -5.8629  0.08
167 H 9.4265 1.3088 -4.6959  0.08
168 H 8.3460 2.7388 -4.5700  0.08
169 H 9.2103 -0.4920 -0.2558  0.07
170 H 8.5593 0.9950 -0.5445  0.05
171 C 6.0734 4.6101 1.0758  -0.09
172 C 7.3822 5.3765 1.0719  -0.41
173 C 7.1608 6.7290 1.8313  -0.22
174 O 8.3409 7.5007 1.8840  -0.20
175 C 8.5331 8.3121 0.6662  -0.05
176 N 8.2071 4.5435 1.9413  0.01
177 H 5.5320 4.4569 2.0094  0.08
178 H 6.3024 3.6019 0.7308  0.07
179 H 5.3275 4.9810 0.3728  0.07
180 H 7.9032 5.3006 0.1176  0.14
181 H 6.7379 6.4900 2.8071  0.13
182 H 6.3524 7.2842 1.3555  0.11
183 H 8.9063 7.7034 -0.1573  0.08
184 H 9.3152 9.0213 0.9373  0.08
185 H 7.5914 8.8223 0.4638  0.08
186 H 8.8909 5.1437 2.3799  0.06
187 H 7.6128 4.2825 2.7150  0.06
188 C 1.8587 0.5302 -0.1606  -0.08
189 C 0.8684 -0.3879 0.4731  -0.46
190 C -0.3915 -0.4816 -0.4395  -0.22
191 O -1.1095 0.7121 -0.5422  -0.19
192 C -1.2804 1.4220 0.7259  -0.08
193 N 1.5238 -1.6760 0.5371  0.04
194 H 1.5886 1.5859 -0.1864  0.08
195 H 2.0271 0.2134 -1.1898  0.09
196 H 2.7679 0.5479 0.4403  0.08
197 H 0.5897 -0.0674 1.4769  0.13
198 H -1.0052 -1.3760 -0.3315  0.12
199 H 0.0115 -0.5868 -1.4468  0.11
200 H -2.0980 2.0947 0.4668  0.09
201 H -0.4132 1.9325 1.1447  0.08
202 H -1.5829 0.7159 1.4992  0.09
203 H 2.1391 -1.5647 1.3303  0.06
204 H 2.2084 -1.7244 -0.2038  0.07
205 C -3.9025 5.7348 -2.9251  -0.06
206 C -2.5094 6.1005 -3.4077  -0.47
207 C -2.4336 7.5884 -3.7941  -0.23
208 O -3.3198 7.9267 -4.8684  -0.18
209 C -3.3879 9.4027 -5.0118  -0.07
210 N -1.4752 5.7516 -2.5007  0.04
211 H -3.9449 4.6573 -2.7662  0.07
212 H -4.6978 5.7876 -3.6685  0.07
213 H -4.3204 6.3284 -2.1119  0.08
214 H -2.2846 5.5507 -4.3216  0.13
215 H -1.4445 8.0110 -3.9703  0.11
216 H -2.5957 8.1782 -2.8919  0.11
217 H -3.5698 9.9198 -4.0697  0.08
218 H -4.2807 9.6561 -5.5833  0.08
219 H -2.4854 9.7345 -5.5252  0.08
220 H -1.6744 4.8208 -2.1632  0.07
221 H -0.6174 5.7407 -3.0337  0.07
222 C -1.8998 -4.0228 -11.0675  -0.08
223 C -2.5881 -3.3347 -9.8809  -0.45
224 C -1.9444 -3.8335 -8.5882  -0.21
225 O -2.5249 -3.1559 -7.4583  -0.19
226 C -2.0900 -3.7656 -6.2100  -0.09
227 N -2.2319 -1.9449 -10.0478  0.04
228 H -0.8133 -3.9374 -11.0479  0.08
229 H -2.3150 -3.6723 -12.0125  0.07
230 H -2.1956 -5.0717 -11.0873  0.07
231 H -3.6444 -3.5889 -9.9681  0.14
232 H -0.8699 -3.6616 -8.6524  0.13
233 H -2.0831 -4.9101 -8.4889  0.12
234 H -2.1968 -3.0914 -5.3602  0.08
235 H -1.0442 -4.0703 -6.2498  0.07
236 H -2.5252 -4.7558 -6.0750  0.08
237 H -2.3783 -1.3120 -9.2744  0.07
238 H -2.8950 -1.6924 -10.7666  0.07

The calculation puts the HOMO energy at -8.79 eV. The molar mass comes out at 1247.932 g mol⁻¹. For the lowest unoccupied orbital energy, the calculation gives 0.2352 eV. The HOMO-LUMO gap is 9.02 eV.



#ii
C56H154N14O14 | ωB97M-V/def2-TZVPD

Last column: Löwdin charge in e.
Positions of all 238 atoms, in Å:
1 C 1.7069 1.1811 9.8826  -0.07
2 C 0.4259 1.8987 9.6022  -0.49
3 C -0.5569 1.1895 8.6887  -0.15
4 O 0.0134 1.1645 7.2821  -0.20
5 C -0.3721 -0.0652 6.6506  -0.11
6 N -0.0969 2.3270 10.8869  0.02
7 H 2.2870 1.2008 8.9599  0.08
8 H 1.4313 0.1462 10.0855  0.08
9 H 2.1745 1.6560 10.7450  0.08
10 H 0.7053 2.8432 9.1355  0.13
11 H -1.4918 1.7357 8.8145  0.12
12 H -0.7961 0.2112 9.1057  0.12
13 H 0.1568 -0.0483 5.6977  0.08
14 H -1.4512 -0.0759 6.4970  0.08
15 H -0.0394 -0.9297 7.2252  0.08
16 H -0.2453 1.5743 11.5438  0.07
17 H 0.5606 3.0228 11.2090  0.07
18 C 5.1065 -2.3062 -5.4337  -0.09
19 C 6.0323 -2.2765 -4.2284  -0.41
20 C 7.5141 -2.4717 -4.6460  -0.25
21 O 7.8622 -3.7091 -5.0614  -0.17
22 C 9.2319 -3.9414 -5.1671  -0.11
23 N 5.6723 -1.0518 -3.5366  0.03
24 H 5.1841 -1.5161 -6.1807  0.08
25 H 4.0574 -2.5693 -5.2985  0.07
26 H 5.2951 -3.1249 -6.1282  0.07
27 H 5.6599 -3.0678 -3.5778  0.13
28 H 8.0075 -2.2050 -3.7114  0.12
29 H 7.8751 -1.8276 -5.4477  0.13
30 H 9.3847 -4.9270 -5.6068  0.09
31 H 9.7100 -4.0129 -4.1901  0.09
32 H 9.7660 -3.1828 -5.7394  0.09
33 H 6.3008 -0.8742 -2.7661  0.06
34 H 5.9553 -0.2569 -4.0917  0.06
35 C -8.0357 5.2023 4.7485  -0.05
36 C -6.5146 5.7101 5.0548  -0.35
37 C -6.4642 6.5243 6.3824  -0.18
38 O -7.2249 7.7234 6.1673  -0.23
39 C -7.3617 8.5898 7.1901  -0.14
40 N -5.7368 4.4546 5.1364  0.01
41 H -8.7692 6.0046 4.8293  0.05
42 H -8.4291 4.5605 5.5369  0.06
43 H -8.0940 4.6933 3.7864  0.06
44 H -6.0590 6.3248 4.2785  0.12
45 H -5.5032 6.9765 6.6278  0.12
46 H -6.7324 5.9411 7.2634  0.12
47 H -6.5002 9.2409 7.0423  0.09
48 H -7.4054 8.0047 8.1087  0.09
49 H -8.2658 9.1421 6.9336  0.09
50 H -4.8811 4.6941 5.6166  0.05
51 H -5.5184 3.9961 4.2634  0.07
52 C -0.8532 -5.2010 1.3154  -0.08
53 C -0.2007 -5.6306 2.5841  -0.41
54 C 0.7175 -6.8872 2.4077  -0.21
55 O -0.1579 -8.0118 2.3508  -0.19
56 C 0.3172 -9.0404 1.4636  -0.09
57 N 0.5410 -4.3841 3.0698  0.03
58 H -1.6346 -4.4510 1.4382  0.08
59 H -1.2676 -6.1022 0.8635  0.08
60 H -0.0460 -4.9908 0.6137  0.08
61 H -0.9320 -5.8946 3.3481  0.13
62 H 1.5185 -7.0379 3.1314  0.12
63 H 1.3055 -6.6494 1.5213  0.11
64 H -0.4547 -9.8047 1.3733  0.08
65 H 1.0763 -9.5714 2.0379  0.08
66 H 0.6146 -8.7244 0.4637  0.09
67 H 1.0014 -4.5462 3.9540  0.05
68 H 1.2695 -4.1319 2.4174  0.05
69 C -4.0974 -6.7949 -7.1857  -0.05
70 C -4.4944 -7.3243 -5.7388  -0.40
71 C -4.8023 -6.1282 -4.7174  -0.15
72 O -3.5568 -5.3450 -4.6674  -0.22
73 C -3.7622 -4.0916 -3.9745  -0.10
74 N -5.6591 -8.1716 -5.8930  0.01
75 H -3.1438 -6.2710 -7.1209  0.06
76 H -4.7754 -6.1622 -7.7586  0.08
77 H -3.7432 -7.6199 -7.8037  0.06
78 H -3.7193 -7.9492 -5.2952  0.12
79 H -5.0410 -6.5151 -3.7267  0.11
80 H -5.6895 -5.5510 -4.9776  0.11
81 H -4.4769 -3.5539 -4.5976  0.08
82 H -2.8476 -3.5075 -4.0765  0.08
83 H -4.1328 -4.1143 -2.9497  0.08
84 H -5.6225 -8.6651 -5.0125  0.07
85 H -5.5458 -8.8629 -6.6206  0.07
86 C 4.3964 0.5823 3.4092  -0.06
87 C 5.5935 1.6236 3.3967  -0.36
88 C 6.4111 1.7769 2.0597  -0.19
89 O 6.7530 0.4710 1.5919  -0.22
90 C 8.1399 0.1031 1.9197  -0.06
91 N 4.9893 2.8782 3.9865  0.01
92 H 3.8739 0.5188 4.3637  0.06
93 H 4.8769 -0.3682 3.1777  0.06
94 H 3.6416 0.7775 2.6474  0.07
95 H 6.3376 1.2711 4.1110  0.11
96 H 7.2675 2.4507 2.0851  0.12
97 H 5.7375 2.2419 1.3400  0.11
98 H 8.2785 0.3549 2.9711  0.08
99 H 8.8005 0.7162 1.3066  0.08
100 H 8.3660 -0.9493 1.7483  0.08
101 H 4.4202 2.6870 4.7987  0.05
102 H 4.4311 3.4037 3.3290  0.05
103 C 2.7466 -10.3401 -5.5927  -0.09
104 C 1.4879 -9.5698 -5.9911  -0.39
105 C 1.8053 -8.0475 -6.0969  -0.21
106 O 1.7600 -7.4193 -4.8180  -0.21
107 C 0.6030 -6.5906 -4.6603  -0.09
108 N 1.1131 -10.1606 -7.3119  0.03
109 H 3.3884 -9.7443 -4.9436  0.07
110 H 3.5398 -10.6956 -6.2503  0.08
111 H 2.3052 -11.1508 -5.0131  0.07
112 H 0.7679 -9.8785 -5.2332  0.13
113 H 0.9813 -7.6573 -6.6943  0.09
114 H 2.6267 -7.6901 -6.7179  0.13
115 H 0.5344 -5.9413 -5.5331  0.08
116 H 0.7670 -5.9907 -3.7651  0.09
117 H -0.2564 -7.2594 -4.7087  0.09
118 H 0.3464 -9.7086 -7.7894  0.06
119 H 1.9619 -10.1891 -7.8586  0.06
120 C 5.7314 -5.1785 2.0264  -0.05
121 C 5.4817 -5.0926 0.5001  -0.41
122 C 5.2087 -6.4336 -0.2751  -0.19
123 O 6.4716 -7.1528 -0.2373  -0.20
124 C 6.3464 -8.5272 -0.7907  -0.07
125 N 4.4391 -4.0466 0.2968  0.03
126 H 6.3711 -6.0063 2.3324  0.07
127 H 4.8216 -5.5893 2.4641  0.06
128 H 5.9432 -4.2300 2.5199  0.07
129 H 6.3688 -4.7834 -0.0528  0.12
130 H 4.8465 -6.4400 -1.3032  0.11
131 H 4.3649 -6.9733 0.1548  0.11
132 H 7.3559 -8.9207 -0.6722  0.08
133 H 6.1000 -8.5077 -1.8523  0.08
134 H 5.7222 -9.2409 -0.2530  0.08
135 H 4.2035 -4.0558 -0.6854  0.05
136 H 5.0342 -3.2378 0.4056  0.06
137 C -5.7217 -2.2824 5.4277  -0.07
138 C -6.2166 -0.9453 4.9272  -0.39
139 C -7.7189 -1.0770 4.3739  -0.15
140 O -7.7029 -1.7806 3.1039  -0.21
141 C -7.0421 -1.1481 1.9869  -0.11
142 N -6.0398 0.0248 6.0639  0.02
143 H -4.7128 -2.1499 5.8185  0.07
144 H -5.6477 -2.9198 4.5466  0.08
145 H -6.2498 -2.7545 6.2561  0.08
146 H -5.7021 -0.5172 4.0669  0.11
147 H -8.0873 -0.0734 4.1616  0.11
148 H -8.5243 -1.5588 4.9284  0.12
149 H -5.9824 -1.3968 2.0450  0.07
150 H -7.0258 -0.0588 1.9493  0.08
151 H -7.5254 -1.3914 1.0407  0.08
152 H -6.2191 0.9960 5.8526  0.05
153 H -5.0571 0.1037 6.2834  0.05
154 C -2.8833 2.7131 -0.6927  -0.06
155 C -2.6458 1.4915 0.1636  -0.45
156 C -1.3340 0.7938 -0.0189  -0.26
157 O -1.1810 0.5102 -1.3655  -0.18
158 C 0.0877 -0.1406 -1.6567  -0.07
159 N -2.9725 1.8860 1.5276  0.04
160 H -2.3955 3.6050 -0.2994  0.08
161 H -3.9349 2.9931 -0.6316  0.08
162 H -2.7029 2.6371 -1.7650  0.08
163 H -3.3752 0.7507 -0.1638  0.14
164 H -1.2958 -0.1596 0.5081  0.12
165 H -0.4993 1.3612 0.3929  0.13
166 H 0.3241 -0.9629 -0.9814  0.08
167 H 0.9041 0.5774 -1.7349  0.08
168 H 0.0717 -0.7164 -2.5821  0.08
169 H -2.8119 1.2034 2.2545  0.07
170 H -2.4837 2.7012 1.8691  0.07
171 C 0.4526 5.6025 4.0746  -0.04
172 C -0.0430 6.1445 5.4305  -0.48
173 C -0.3709 7.5988 5.4926  -0.24
174 O -1.0185 7.9607 6.6844  -0.17
175 C -0.0490 8.0509 7.7277  -0.11
176 N -1.2019 5.3707 5.7904  0.05
177 H 0.7117 4.5439 4.0559  0.07
178 H 1.4273 6.0744 3.9506  0.07
179 H -0.2023 5.8265 3.2326  0.08
180 H 0.7020 5.9781 6.2085  0.13
181 H -1.0212 7.8522 4.6554  0.13
182 H 0.4650 8.2596 5.2631  0.12
183 H 0.9341 8.3958 7.4072  0.10
184 H -0.0430 7.1784 8.3809  0.08
185 H -0.4903 8.7173 8.4687  0.08
186 H -0.6907 4.5024 5.8601  0.07
187 H -1.4932 5.6821 6.7060  0.07
188 C 1.1211 9.5832 -2.3915  -0.09
189 C -0.1525 9.4024 -1.7113  -0.48
190 C -0.0326 8.9847 -0.2292  -0.18
191 O -1.1651 8.2372 0.1838  -0.20
192 C -2.4118 8.9476 0.2988  -0.09
193 N -0.8671 10.6729 -1.8353  0.03
194 H 1.6571 8.6346 -2.3595  0.09
195 H 1.7011 10.2561 -1.7598  0.09
196 H 0.9843 10.0376 -3.3727  0.09
197 H -0.7052 8.6861 -2.3192  0.14
198 H 0.1453 9.8718 0.3787  0.13
199 H 0.8627 8.3706 -0.1325  0.12
200 H -2.8068 9.2825 -0.6604  0.07
201 H -2.2714 9.8406 0.9078  0.09
202 H -3.0646 8.2415 0.8120  0.09
203 H -1.8454 10.5421 -1.6209  0.04
204 H -0.7625 11.0314 -2.7737  0.06
205 C 5.9778 4.0904 -5.9606  -0.07
206 C 5.5261 4.0835 -4.4984  -0.42
207 C 4.0207 3.7822 -4.1308  -0.13
208 O 3.4362 4.6880 -3.1270  -0.23
209 C 2.3221 4.1298 -2.3616  -0.09
210 N 6.3494 3.1090 -3.8493  0.00
211 H 5.2304 4.5923 -6.5751  0.07
212 H 6.0712 3.1113 -6.4304  0.08
213 H 6.8817 4.6834 -6.1004  0.07
214 H 5.8499 5.0332 -4.0725  0.13
215 H 3.8989 2.8592 -3.5638  0.10
216 H 3.3216 3.6555 -4.9574  0.12
217 H 1.5118 3.8183 -3.0208  0.08
218 H 1.9537 5.0590 -1.9269  0.08
219 H 2.6088 3.3901 -1.6142  0.08
220 H 7.2891 3.4790 -3.8472  0.07
221 H 6.1056 3.0379 -2.8718  0.07
222 C -5.1457 2.4738 -10.2360  -0.06
223 C -5.1536 1.0436 -9.7354  -0.45
224 C -4.9363 0.9714 -8.1712  -0.18
225 O -3.5934 1.3407 -7.7138  -0.20
226 C -3.5242 1.4609 -6.2875  -0.11
227 N -6.4385 0.4992 -10.1370  0.03
228 H -5.1203 2.6378 -11.3133  0.08
229 H -4.2024 2.7849 -9.7870  0.07
230 H -5.9027 2.9848 -9.6410  0.08
231 H -4.3949 0.3622 -10.1203  0.14
232 H -5.1399 -0.0459 -7.8369  0.11
233 H -5.6791 1.5506 -7.6228  0.11
234 H -4.1382 2.2765 -5.9055  0.09
235 H -2.5051 1.4939 -5.9024  0.08
236 H -3.8836 0.4994 -5.9208  0.08
237 H -7.1524 0.9668 -9.5970  0.07
238 H -6.4368 -0.4754 -9.8716  0.07

The calculation puts the HOMO energy at -8.98 eV. The molar mass comes out at 1247.932 g mol⁻¹. For the lowest unoccupied orbital energy, the calculation gives 0.1098 eV. The HOMO-LUMO gap is 9.09 eV.



Q: What are the energies relative to the best structure? A: #i 0.0; #ii 156.8, in kJ/mol.